Record 1
ORCA calculation (wB97M-V/def2-TZVPD) on the molecule C3H11NOSi3.

Bonds (Å) are listed after each position.
Element x y z (Å)
1 C -0.4885 0.4335 -0.7618  C2 1.537, N4 1.299, O5 1.235
2 C 0.8215 -0.2242 -1.2236  C1 1.537, Si6 1.929, Si7 1.863, H9 1.046
3 C -0.1410 -1.2317 0.9428  N4 1.525, Si7 1.985, H10 0.963, H14 1.086
4 N -0.8533 0.0073 0.4095  C1 1.299, C3 1.525, Si8 1.851
5 O -1.1762 1.2484 -1.3839  C1 1.235
6 Si 1.9977 1.0992 -0.4566  C2 1.929, H11 1.588, H12 1.424, H13 1.508
7 Si 0.5010 -2.0024 -0.7703  C2 1.863, C3 1.985, H15 1.564, H16 1.422
8 Si -2.1767 0.9638 1.2808  N4 1.851, H17 1.454, H18 1.553, H19 1.478
9 H 1.1388 -0.2079 -2.2199  C2 1.046
10 H 0.5118 -0.9864 1.6069  C3 0.963
11 H 3.2018 0.9943 -1.4858  Si6 1.588
12 H 2.3004 1.2801 0.9235  Si6 1.424
13 H 1.4961 2.3916 -1.0501  Si6 1.508
14 H -0.7031 -2.0195 1.4351  C3 1.086
15 H 1.6002 -3.0980 -0.5765  Si7 1.564
16 H -0.6605 -2.6112 -1.3198  Si7 1.422
17 H -2.2494 0.8904 2.7315  Si8 1.454
18 H -3.6356 0.8098 0.7707  Si8 1.553
19 H -1.4849 2.2631 1.1474  Si8 1.478

**SMILES string**: O=C1[C@@H]([SiH3])[SiH2]CN1[SiH3]
**Charge**: 0

***

Record 2
ORCA calculation (wB97M-V/def2-TZVPD) on a cluster of 2 separate species, C3H11NS in total.

Bonds (Å) are listed after each position.
Element x y z (Å)
1 C -1.0731 2.7427 -1.4224  S2 1.851, H3 1.089, H4 1.099, H5 1.091
2 S -1.3759 1.0472 -0.7438  C1 1.851, H12 1.340
3 H -0.2030 3.1575 -0.9154  C1 1.089
4 H -2.0190 3.2743 -1.2506  C1 1.099
5 H -0.9874 2.6653 -2.5076  C1 1.091
6 C 1.0618 -2.1098 -0.1861  N7 1.476, H9 1.091, H10 1.099, H11 1.091
7 N 0.8155 -1.2324 0.9745  C6 1.476, C8 1.462, H13 1.012
8 C 1.7190 -1.4663 2.1004  N7 1.462, H14 1.089, H15 1.093, H16 1.098
9 H 0.1322 -2.5468 -0.5528  C6 1.091
10 H 1.6743 -2.9583 0.1506  C6 1.099
11 H 1.4750 -1.5636 -1.0351  C6 1.091
12 H -0.2481 0.6084 -0.1687  S2 1.340
13 H -0.1155 -1.4291 1.3185  N7 1.012
14 H 1.8935 -0.5390 2.6441  C8 1.089
15 H 1.4684 -2.2737 2.7933  C8 1.093
16 H 2.7207 -1.7330 1.7397  C8 1.098

**SMILES string**: CNC.CS
**Charge**: 0

***

For the records above, the corresponding ΔE to the lowest compared entry with this formula, charge and spin values read 121.0 97.3 kJ/mol.
For the records above, the corresponding HOMO-LUMO gap values read 9.89 9.73 eV.